Record 1
50
Properties=species:S:1:pos:R:3 method="wB97M-V/def2-TZVPD" charge=+3
C -1.258 0.038 -4.715
C -0.810 -0.414 -3.344
H -2.309 0.170 -5.012
H -0.788 -0.662 -5.397
H -0.799 1.037 -4.820
O -1.432 -0.572 -2.312
Cl 0.945 -0.253 -3.233
Sn 1.632 0.191 0.279
P 0.990 -2.376 -0.758
C -0.323 -3.113 0.244
C 0.677 -3.183 -2.369
H 0.973 -4.240 -2.326
H 2.316 -4.382 -0.525
H 1.263 -2.682 -3.149
H 3.366 -2.916 -0.761
H -1.262 -2.579 0.062
H -0.378 -3.097 -2.656
C 2.481 -3.323 -0.233
H -0.456 -4.168 -0.037
H 2.620 -3.229 0.862
H -0.099 -3.051 1.313
P 0.703 2.505 -0.915
C -0.533 3.264 0.203
C 2.169 3.570 -0.611
H 0.733 2.684 -3.335
H 0.137 4.186 -2.563
H -0.923 2.758 -2.707
C 0.108 3.085 -2.531
H 3.026 3.163 -1.174
H 1.940 4.591 -0.965
H -0.684 4.323 -0.080
H -0.204 3.212 1.253
H 2.415 3.576 0.466
H -1.491 2.726 0.116
Cl 3.643 0.457 1.597
C -1.603 -0.212 4.730
N -0.821 -0.281 3.510
C 0.536 -0.802 3.583
C -1.306 0.157 2.346
C -2.706 0.674 2.209
O -0.546 0.144 1.323
H -0.983 -0.650 5.510
H -2.535 -0.780 4.628
H -1.861 0.822 4.991
H 0.954 -1.033 2.593
H 1.214 -0.072 4.050
H 0.519 -1.718 4.183
H -2.726 1.783 2.255
H -3.124 0.366 1.235
H -3.402 0.309 2.986

---

Record 2
20
Properties=species:S:1:pos:R:3 method="wB97M-V/def2-TZVPD" relative_energy_kcal_mol=41.0 smiles=CC(C)[C@@H]([NH3+])CI charge=+1
C 0.919 -1.613 -0.594
C -0.346 -0.721 -0.434
C -0.459 0.025 -1.769
C -0.146 0.036 0.856
N 1.138 0.592 1.110
C -1.361 1.372 0.920
I -0.965 2.685 2.549
H 1.688 -0.990 -1.059
H 1.302 -1.992 0.292
H 0.732 -2.417 -1.336
H -1.283 -1.336 -0.387
H -0.098 1.054 -1.805
H 0.043 -0.545 -2.606
H -1.450 -0.099 -2.010
H -0.360 -0.662 1.783
H 1.020 1.657 1.182
H 1.708 0.160 0.273
H 1.646 0.099 1.914
H -1.457 1.886 -0.036
H -2.271 0.807 1.156

---

Record 3
7
Properties=species:S:1:pos:R:3 method="wB97M-V/def2-TZVPD" relative_energy_kcal_mol=31.2 charge=0
N 0.866 0.683 1.353
F -0.653 0.046 -1.864
P 1.859 0.555 0.166
S 2.795 1.758 -1.064
Br 3.056 -1.342 0.475
H 0.145 0.183 -2.385
H 0.384 1.560 1.324

---

Record 4
63
Properties=species:S:1:pos:R:3 method="wB97M-V/def2-TZVPD" relative_energy_kcal_mol=0.0 smiles="C[N+](=O)[O-].BrCCBr.BrCCBr.BrCCBr.BrCCBr.BrCCBr.BrCCBr.BrCCBr" charge=0
C 0.172 1.360 5.375
N 0.482 2.590 6.160
O 0.677 3.630 5.560
O 0.563 2.465 7.373
H -0.742 1.487 4.802
H 0.025 0.593 6.126
H 1.052 1.268 4.746
Br -4.156 -0.558 -2.986
C -3.055 -1.676 -4.149
C -2.165 -2.514 -3.229
Br -0.991 -3.577 -4.378
H -2.441 -1.086 -4.821
H -3.725 -2.324 -4.702
H -2.760 -3.202 -2.640
H -1.549 -1.864 -2.615
Br 1.116 -3.487 0.568
C 3.065 -3.687 0.552
C 3.354 -5.137 0.203
Br 5.278 -5.496 0.016
H 3.533 -3.389 1.484
H 3.402 -3.050 -0.262
H 2.763 -5.414 -0.672
H 2.927 -5.829 0.930
Br 1.561 -2.002 -2.581
C 2.309 -1.374 -4.300
C 3.053 -0.060 -4.039
Br 3.687 0.562 -5.769
H 1.500 -1.202 -5.003
H 2.988 -2.117 -4.708
H 3.849 -0.223 -3.318
H 2.344 0.636 -3.594
Br -0.825 -4.322 3.894
C -2.315 -3.202 4.533
C -1.742 -1.830 4.810
Br -3.159 -0.625 5.409
H -2.726 -3.721 5.393
H -3.090 -3.196 3.773
H -1.325 -1.385 3.908
H -0.889 -1.872 5.485
Br 2.305 6.937 -3.910
C 1.945 5.352 -2.856
C 3.263 4.801 -2.359
Br 2.908 3.225 -1.244
H 1.456 4.603 -3.476
H 1.283 5.612 -2.037
H 3.778 5.568 -1.788
H 3.903 4.421 -3.147
Br -2.654 2.609 2.283
C -4.000 3.051 0.861
C -4.221 1.930 -0.151
Br -4.289 0.107 0.633
H -3.536 3.920 0.410
H -4.968 3.277 1.297
H -3.442 1.924 -0.909
H -5.194 2.027 -0.623
Br -0.545 1.062 -2.321
C -0.710 0.901 -0.358
C 0.594 0.438 0.270
Br 0.282 0.473 2.212
H -1.452 0.133 -0.142
H -1.100 1.843 0.009
H 1.397 1.144 0.070
H 0.947 -0.534 -0.054

---

LUMO level / eV: -13.047 -3.466 -1.603 0.063
Calculated total energy / Ha: -2496.8405 -550.4402 -3469.3822 -36831.4826